A molecular structure, C52H59BFeN6P2S5. Source: the Open Molecules 2025 dataset; level of theory: the ωB97M-V functional and the def2-TZVPD basis.

```
! wB97M-V def2-TZVPD RIJCOSX def2/J DEFGRID3
* xyz 1 6
Fe -0.17 -0.45 0.96
C -1.52 4.27 -0.52
C -0.57 3.21 -1.00
C 0.62 3.47 -1.57
C 1.53 2.41 -1.93
N 1.20 1.17 -1.82
N -0.02 0.90 -1.27
B -0.40 -0.58 -1.27
N -1.87 -0.99 -1.56
N -2.23 -0.64 -2.80
C -3.43 -0.95 -3.20
C -4.32 -1.64 -2.34
C -3.93 -2.02 -1.10
C -4.84 -2.74 -0.15
C -2.62 -1.66 -0.68
S -2.04 -1.94 0.90
C -3.78 -0.56 -4.64
C -5.27 -0.70 -4.91
C -3.35 0.89 -4.90
C -2.99 -1.50 -5.57
N 0.58 -1.42 -2.11
N 0.67 -1.04 -3.41
C 1.45 -1.72 -4.17
C 2.19 -2.84 -3.67
C 2.11 -3.21 -2.38
C 2.84 -4.38 -1.80
C 1.25 -2.42 -1.53
S 1.06 -2.70 0.12
C 1.58 -1.31 -5.63
C 0.98 -2.41 -6.51
C 3.06 -1.12 -5.98
C 0.84 0.01 -5.88
C -0.85 1.83 -0.72
S -2.00 1.31 0.36
C 2.91 2.73 -2.46
C 2.77 3.51 -3.77
C 3.64 3.58 -1.41
C 3.71 1.45 -2.70
H -1.31 5.22 -1.01
H -1.41 4.38 0.56
H -2.55 3.98 -0.72
H 0.91 4.50 -1.75
H -5.32 -1.87 -2.68
H -5.77 -3.04 -0.65
H -5.09 -2.10 0.70
H -4.36 -3.63 0.25
H -5.87 -0.04 -4.28
H -5.63 -1.73 -4.77
H -5.47 -0.43 -5.95
H -3.95 1.58 -4.31
H -3.49 1.13 -5.96
H -2.30 1.04 -4.65
H -3.34 -2.54 -5.46
H -1.93 -1.47 -5.33
H -3.13 -1.20 -6.61
H 2.82 -3.41 -4.34
H 3.49 -4.84 -2.55
H 2.14 -5.12 -1.43
H 3.45 -4.06 -0.95
H 1.47 -3.38 -6.34
H 1.10 -2.16 -7.56
H -0.09 -2.54 -6.31
H 3.62 -2.06 -5.90
H 3.54 -0.38 -5.33
H 3.15 -0.78 -7.01
H -0.23 -0.08 -5.66
H 0.96 0.29 -6.93
H 1.24 0.81 -5.26
H 2.35 4.51 -3.61
H 2.13 2.98 -4.48
H 3.75 3.64 -4.23
H 3.10 4.50 -1.18
H 4.63 3.87 -1.79
H 3.78 3.03 -0.48
H 3.21 0.81 -3.43
H 3.84 0.88 -1.78
H 4.70 1.71 -3.09
S 2.10 0.26 1.21
P 1.58 -0.31 3.09
C -0.20 -0.14 3.05
P -0.82 1.39 3.75
S -0.12 2.97 2.81
C -2.63 1.23 3.70
C -3.25 -0.01 3.59
C -4.64 -0.09 3.58
C -5.40 1.07 3.67
C -4.78 2.31 3.79
C -3.40 2.39 3.80
C -0.51 1.44 5.54
C -0.96 0.38 6.33
C -0.81 0.42 7.71
C -0.23 1.53 8.31
C 0.21 2.59 7.53
C 0.07 2.55 6.14
C 1.93 -2.05 3.43
C 3.22 -2.44 3.78
C 3.50 -3.77 4.06
C 2.48 -4.71 4.01
C 1.19 -4.34 3.66
C 0.91 -3.01 3.37
C 2.50 0.56 4.36
C 2.49 0.07 5.67
C 3.19 0.73 6.66
C 3.88 1.90 6.35
C 3.89 2.40 5.06
C 3.19 1.73 4.06
H -2.66 -0.91 3.50
H -5.13 -1.05 3.50
H -6.49 1.01 3.66
H -5.37 3.21 3.87
H -2.90 3.35 3.89
H -1.43 -0.48 5.87
H -1.16 -0.41 8.32
H -0.13 1.57 9.39
H 0.66 3.45 7.99
H 0.41 3.37 5.53
H 4.02 -1.71 3.82
H 4.50 -4.06 4.33
H 2.70 -5.75 4.25
H 0.40 -5.07 3.62
H -0.09 -2.72 3.11
H 1.96 -0.84 5.90
H 3.18 0.35 7.67
H 4.43 2.42 7.13
H 4.43 3.31 4.82
H 3.18 2.11 3.05
*
```

Computed properties:
* ΔE to the lowest compared entry with this formula, charge and spin: 25.3 kcal/mol
* molar mass: 1057.03 g/mol
* E_tot: -6307.573233 hartree
* HOMO level (spin up / spin down): -9.9 / -10.0 eV
* frontier orbital gap (spin up / spin down): 6.2883 / 6.1552 eV
* strongest force on any atom: 0.98 eV/A

***

A molecular structure, C52H59Ge2N2OReS4Te. Source: the Open Molecules 2025 dataset; level of theory: the ωB97M-V functional and the def2-TZVPD basis.

```
! wB97M-V def2-TZVPD RIJCOSX def2/J DEFGRID3
* xyz -1 4
Re -0.61 1.99 -3.50
C 3.56 5.63 0.10
C 2.31 5.18 0.81
C 2.35 4.23 1.85
C 1.21 3.78 2.51
C 1.23 2.85 3.71
C -0.03 4.20 1.99
C -0.14 5.17 0.99
C -1.48 5.79 0.70
C 1.05 5.64 0.43
C -1.27 3.64 2.59
C -1.79 4.25 3.74
C -2.88 3.70 4.38
C -3.41 2.52 3.96
C -2.92 1.87 2.80
C -1.87 2.46 2.07
Ge -1.12 1.62 0.40
S -1.47 2.62 -1.47
S 1.15 1.16 0.56
Ge 0.65 -0.84 -0.51
S 0.86 -0.54 -2.58
S -1.61 -0.57 0.19
C 1.36 -2.58 0.22
C 0.90 -3.82 -0.35
C 1.02 -4.97 0.40
C 1.70 -4.97 1.60
C 2.41 -3.84 2.00
C 2.22 -2.60 1.36
C 2.97 -1.38 1.89
C 3.94 -0.74 1.14
C 4.32 -1.03 -0.29
C 4.66 0.28 1.74
C 4.48 0.66 3.05
C 5.31 1.72 3.72
C 3.47 0.03 3.77
C 2.71 -0.97 3.23
C 1.57 -1.53 4.08
C 0.49 -3.95 -1.80
C -0.84 -3.92 -2.23
C -2.00 -3.63 -1.31
C -1.09 -4.14 -3.58
C -0.05 -4.39 -4.48
C -0.28 -4.63 -5.97
C 1.25 -4.40 -4.01
C 1.54 -4.18 -2.69
C 2.98 -4.28 -2.21
C -3.64 0.59 2.46
C -4.76 0.66 1.67
C -5.25 1.95 1.04
C -5.48 -0.51 1.43
C -5.13 -1.73 1.99
C -5.87 -3.00 1.64
C -4.03 -1.75 2.83
C -3.25 -0.62 3.05
C -1.97 -0.72 3.88
H 4.46 5.22 0.59
H 3.69 6.69 0.08
H 3.53 5.26 -0.93
H 3.29 3.85 2.19
H 2.25 2.53 3.93
H 0.65 1.95 3.54
H 0.89 3.37 4.62
H -2.20 5.03 0.37
H -1.41 6.57 -0.10
H -1.94 6.26 1.56
H 0.97 6.37 -0.39
H -1.34 5.18 4.08
H -3.27 4.20 5.26
H -4.23 2.08 4.50
H 0.62 -5.91 0.03
H 1.82 -5.87 2.18
H 3.15 -3.92 2.79
H 5.33 -1.43 -0.35
H 4.33 -0.11 -0.89
H 3.66 -1.76 -0.80
H 5.45 0.75 1.16
H 5.73 2.45 3.01
H 6.14 1.31 4.27
H 4.72 2.31 4.42
H 3.28 0.37 4.77
H 1.01 -0.72 4.56
H 1.96 -2.11 4.91
H 0.86 -2.11 3.48
H -1.70 -3.75 -0.28
H -2.82 -4.32 -1.51
H -2.34 -2.59 -1.49
H -2.13 -4.12 -3.93
H -1.33 -4.47 -6.24
H -0.08 -5.67 -6.24
H 0.39 -4.00 -6.54
H 2.05 -4.59 -4.73
H 3.64 -4.28 -3.11
H 3.10 -5.24 -1.70
H 3.33 -3.49 -1.53
H -4.68 2.84 1.35
H -6.28 2.15 1.29
H -5.18 1.90 -0.04
H -6.31 -0.48 0.77
H -6.39 -2.93 0.67
H -6.62 -3.25 2.40
H -5.20 -3.86 1.53
H -3.74 -2.69 3.31
H -1.88 -1.67 4.38
H -1.94 0.07 4.64
H -1.13 -0.64 3.19
O 2.31 3.45 -1.49
H 1.40 3.71 -1.45
H 2.49 2.62 -1.02
H -2.22 2.07 -3.86
C -0.35 -0.95 -8.30
N -0.66 -0.58 -6.93
C -1.71 -1.00 -6.19
C -1.67 -0.32 -5.06
N -0.64 0.58 -5.11
C 0.03 0.37 -6.28
H -0.50 -2.04 -8.44
H 0.71 -0.71 -8.48
H -1.01 -0.41 -9.00
H -2.40 -1.77 -6.52
H -2.28 -0.40 -4.20
H 0.90 0.91 -6.61
Te 0.04 3.76 -5.07
*
```

Computed properties:
* ΔE to the lowest compared entry with this formula, charge and spin: 24.7 kcal/mol
* molar mass: 1315.35 g/mol
* E_tot: -8294.776526 hartree
* HOMO level (spin up / spin down): -3.2 / -4.4 eV
* frontier orbital gap (spin up / spin down): 5.3698 / 6.4568 eV
* strongest force on any atom: 3.49 eV/A

***

8 unconnected molecules or ions with the total composition C52H60BrF3N3O4S. Source: the Open Molecules 2025 dataset; level of theory: the ωB97M-V functional and the def2-TZVPD basis.

```
! wB97M-V def2-TZVPD RIJCOSX def2/J DEFGRID3
* xyz 1 1
C 0.93 5.17 -1.71
C 0.81 4.30 -0.47
O 1.41 4.89 0.69
C 2.80 4.97 0.66
C 3.42 3.74 1.32
N 4.07 4.02 2.64
C 4.84 2.95 2.89
N 5.13 2.48 4.08
C 4.69 3.03 5.36
C 4.04 1.92 6.18
O 3.03 1.38 5.37
C 5.07 0.84 6.59
F 5.20 -0.09 5.63
F 6.29 1.39 6.77
F 4.71 0.23 7.73
N 5.34 2.44 1.74
S 6.17 0.93 1.60
C 7.59 1.16 2.64
O 6.60 0.92 0.25
O 5.32 -0.05 2.18
C 4.56 3.06 0.60
Br 3.92 1.86 -0.73
H 1.85 4.98 -2.27
H 0.10 4.98 -2.38
H 0.92 6.23 -1.44
H 1.22 3.31 -0.65
H -0.24 4.17 -0.20
H 3.20 5.11 -0.35
H 3.09 5.86 1.24
H 2.63 3.00 1.50
H 3.42 4.27 3.38
H 5.64 1.61 4.13
H 5.55 3.45 5.88
H 3.95 3.81 5.21
H 3.64 2.33 7.11
H 2.40 0.87 5.89
H 8.45 1.04 1.98
H 7.56 0.38 3.40
H 7.62 2.15 3.08
H 5.23 3.77 0.13
C -4.23 3.30 2.06
C -3.46 2.46 2.84
C -2.14 2.78 3.11
C -1.59 3.95 2.60
C -2.36 4.80 1.82
C -3.68 4.47 1.55
H -5.27 3.06 1.85
H -3.89 1.55 3.24
H -1.54 2.12 3.72
H -0.56 4.20 2.81
H -1.94 5.71 1.42
H -4.29 5.13 0.93
C -9.74 4.19 3.32
C -10.05 2.84 3.16
C -9.35 2.07 2.25
C -8.33 2.64 1.50
C -8.01 3.98 1.67
C -8.72 4.76 2.58
H -10.29 4.79 4.03
H -10.85 2.40 3.74
H -9.59 1.03 2.12
H -7.78 2.04 0.79
H -7.22 4.43 1.08
H -8.48 5.80 2.70
C 5.13 -2.64 -3.36
C 5.35 -1.73 -2.34
C 5.54 -2.18 -1.04
C 5.51 -3.54 -0.76
C 5.29 -4.45 -1.79
C 5.10 -4.00 -3.09
H 5.00 -2.29 -4.38
H 5.39 -0.67 -2.55
H 5.71 -1.46 -0.24
H 5.66 -3.89 0.25
H 5.27 -5.51 -1.58
H 4.94 -4.71 -3.89
C -9.41 0.76 -4.19
C -8.08 0.45 -4.45
C -7.09 0.86 -3.58
C -7.42 1.60 -2.45
C -8.74 1.91 -2.19
C -9.74 1.50 -3.06
H -10.19 0.43 -4.87
H -7.83 -0.13 -5.33
H -6.05 0.62 -3.79
H -6.64 1.92 -1.77
H -9.00 2.48 -1.30
H -10.77 1.74 -2.85
C 3.73 -9.54 -1.04
C 4.40 -8.33 -0.92
C 5.71 -8.30 -0.45
C 6.35 -9.49 -0.11
C 5.68 -10.69 -0.24
C 4.37 -10.72 -0.70
H 2.71 -9.56 -1.40
H 3.90 -7.40 -1.18
H 6.24 -7.36 -0.36
H 7.37 -9.47 0.24
H 6.18 -11.62 0.03
H 3.85 -11.66 -0.79
C 8.42 -4.24 -4.57
C 8.30 -3.21 -5.49
C 9.18 -3.13 -6.56
C 10.17 -4.08 -6.72
C 10.29 -5.12 -5.81
C 9.41 -5.20 -4.73
H 7.74 -4.30 -3.73
H 7.53 -2.46 -5.36
H 9.08 -2.32 -7.28
H 10.85 -4.02 -7.57
H 11.06 -5.87 -5.94
H 9.51 -6.01 -4.02
C -13.82 -1.28 -2.11
C -12.50 -1.61 -2.38
C -11.49 -1.16 -1.55
C -11.79 -0.38 -0.44
C -13.11 -0.05 -0.17
C -14.13 -0.50 -1.00
H -14.61 -1.63 -2.76
H -12.26 -2.21 -3.25
H -10.45 -1.40 -1.77
H -11.00 -0.02 0.20
H -13.35 0.56 0.70
H -15.16 -0.25 -0.79
*
```

Computed properties:
* molar mass: 960.03 g/mol
* E_tot: -5754.236022 hartree
* HOMO level: -10.1 eV
* frontier orbital gap: 7.4797 eV
* strongest force on any atom: 0.84 eV/A

***

A molecular structure, C52H60ClGeNO6PS2Sc. Source: the Open Molecules 2025 dataset; level of theory: the ωB97M-V functional and the def2-TZVPD basis.

```
! wB97M-V def2-TZVPD RIJCOSX def2/J DEFGRID3
* xyz -2 1
Sc 0.49 -1.08 -1.50
O -0.69 1.55 1.92
S 0.23 2.51 1.26
C -0.66 3.23 -0.16
C -2.14 3.51 0.11
C -2.97 2.22 0.02
C -3.15 1.75 -1.42
S -2.66 0.01 -1.68
O -1.44 -0.08 -0.82
C -3.92 -0.78 -0.69
C -5.27 -0.59 -0.95
C -6.22 -1.31 -0.23
C -5.80 -2.24 0.72
C -4.45 -2.44 0.95
C -3.50 -1.71 0.25
C 0.19 3.98 2.30
C 1.06 5.04 2.04
C 1.06 6.13 2.89
C 0.21 6.16 3.99
C -0.64 5.09 4.24
C -0.64 3.99 3.40
H -0.53 2.49 -0.96
H -0.09 4.12 -0.43
H -2.49 4.23 -0.64
H -2.25 3.98 1.08
H -3.95 2.36 0.49
H -2.44 1.45 0.59
H -2.48 2.26 -2.12
H -4.16 1.89 -1.80
H -5.59 0.11 -1.72
H -7.27 -1.16 -0.43
H -6.54 -2.81 1.27
H -4.12 -3.18 1.67
H -2.43 -1.89 0.40
H 1.74 4.99 1.20
H 1.73 6.96 2.70
H 0.22 7.02 4.65
H -1.28 5.11 5.11
H -1.26 3.12 3.59
O -0.30 -4.56 0.68
C 0.06 -3.68 -0.09
O -0.41 -2.48 -0.12
C 1.21 -3.91 -1.13
O 1.70 -5.02 -1.30
O 1.56 -2.82 -1.73
Cl 3.47 -2.92 0.98
C 3.26 -3.13 2.69
C 4.12 -4.02 3.33
C 4.01 -4.22 4.69
C 3.04 -3.54 5.41
C 2.19 -2.66 4.76
C 2.28 -2.44 3.38
P 1.16 -1.24 2.51
C -0.46 -1.77 3.21
C -0.73 -3.12 3.45
C -1.99 -3.51 3.90
C -2.99 -2.57 4.10
C -2.73 -1.23 3.83
C -1.48 -0.84 3.38
C 1.59 0.23 3.55
C 1.06 0.56 4.79
C 1.48 1.70 5.46
C 2.44 2.53 4.89
C 2.97 2.21 3.65
C 2.54 1.07 2.98
H 4.87 -4.54 2.75
H 4.68 -4.92 5.19
H 2.94 -3.70 6.48
H 1.43 -2.14 5.32
H 0.02 -3.87 3.25
H -2.19 -4.56 4.06
H -3.97 -2.88 4.45
H -3.52 -0.49 3.94
H -1.30 0.20 3.13
H 0.29 -0.06 5.24
H 1.05 1.95 6.42
H 2.76 3.43 5.41
H 3.71 2.86 3.18
H 2.93 0.84 2.00
C -0.17 2.21 -3.71
C 0.09 1.52 -5.05
C 1.54 1.06 -5.21
C -0.86 0.37 -5.33
C -1.58 0.45 -6.51
C -2.42 -0.57 -6.95
C -2.48 -1.71 -6.16
C -1.78 -1.86 -4.97
C -1.88 -3.21 -4.29
C -0.54 -3.95 -4.33
C -2.47 -3.20 -2.88
C -0.94 -0.79 -4.45
N -0.37 -0.84 -3.25
H 0.55 3.02 -3.54
H -0.07 1.47 -2.91
H -1.18 2.62 -3.69
H -0.09 2.27 -5.83
H 1.72 0.19 -4.58
H 2.25 1.84 -4.95
H 1.72 0.76 -6.25
H -1.48 1.34 -7.12
H -2.98 -0.49 -7.88
H -3.10 -2.55 -6.48
H -2.59 -3.80 -4.90
H 0.24 -3.36 -3.85
H -0.24 -4.12 -5.37
H -0.60 -4.92 -3.82
H -1.84 -2.62 -2.20
H -2.53 -4.22 -2.48
H -3.47 -2.77 -2.88
C 4.30 2.42 0.11
Ge 4.02 1.04 -1.29
C 4.79 1.88 -2.92
C 5.28 -0.41 -0.85
C 2.20 0.51 -1.54
H 5.08 3.11 -0.20
H 4.60 1.97 1.06
H 3.38 2.99 0.29
H 5.85 2.12 -2.77
H 4.25 2.80 -3.16
H 4.71 1.21 -3.77
H 6.31 -0.04 -0.91
H 5.17 -1.25 -1.54
H 5.11 -0.79 0.16
H 2.21 0.14 -2.58
H 1.65 1.47 -1.64
*
```

Computed properties:
* ΔE to the lowest compared entry with this formula, charge and spin: 0.0 kcal/mol
* molar mass: 1043.18 g/mol
* E_tot: -6959.409836 hartree
* HOMO level: -0.6 eV
* frontier orbital gap: 4.0961 eV
* strongest force on any atom: 1.17 eV/A

***

Question: strongest force on any atom of number 3 (C52H60BrF3N3O4S)?
Answer: 0.84 eV/A